ORCA calculation (ωB97M-V/def2-TZVPD) on a 2-piece molecular cluster, C6H12O6 overall.

```
! wB97M-V def2-TZVPD RIJCOSX def2/J DEFGRID3
* xyz 0 1
H -1.60342 0.38595 1.61970
H 2.61582 1.55840 0.47124
C -0.09936 1.00272 0.03201
C -1.39873 0.61593 0.40640
C -1.52674 -0.92927 -0.15857
H 2.50456 1.11955 -1.40988
C 2.46369 0.65741 -0.44494
H 3.04663 -1.17676 -0.53164
H -0.12666 0.95562 -1.16952
H 0.22855 2.73443 -0.15382
H 1.50539 -0.27360 1.17976
O -0.05519 2.25115 0.53193
H -3.85753 -1.25469 -1.56482
H -1.48626 2.40802 0.19938
H -2.16007 -1.59574 0.44866
O 3.33864 -0.34408 -0.34155
O 0.88471 -1.12195 -0.51342
H -0.49283 -2.50980 -0.59730
C 1.20813 0.17248 0.14258
C -0.26349 -1.77928 0.07940
H -0.25106 -1.28174 1.87127
O -0.30670 -2.27296 1.41085
O -2.16716 1.61013 -0.00094
O -2.00092 -0.93194 -1.50679
*
```

E_tot, a.u.: -686.8817
HOMO-LUMO gap, eV: 7.2
Energy above the lowest of the compared OMol25 structures with the same formula, charge and spin, kJ/mol: 973.7
M, g mol⁻¹: 180.156

***

ORCA calculation (ωB97M-V/def2-TZVPD) on C6H12OPPd as an isolated structure.

```
! wB97M-V def2-TZVPD RIJCOSX def2/J DEFGRID3
* xyz -1 3
H 3.25174 -0.63964 -2.24617
C 0.00192 2.39114 1.14564
H -0.95268 -0.30187 2.95607
H 0.64980 3.22246 0.86452
H -1.95012 -3.14576 -1.27442
C -0.75180 0.38507 2.12564
H 3.42619 -0.15108 -0.55316
H -2.91614 -1.23252 -2.14802
H 1.23346 -1.63085 -1.67353
H -2.90723 0.73098 1.41470
H 1.24950 1.27804 2.62897
C 0.34800 1.32462 2.03707
O 1.57648 -0.99350 -1.03362
H 3.49148 -1.87025 -0.96260
H -1.88241 2.87303 0.02634
C 2.99564 -0.91811 -1.21181
C -1.85160 0.92810 1.20552
C -1.33738 2.19079 0.67643
Pd -1.30224 -0.96440 0.37084
H -0.69652 -1.71098 -2.71220
P -1.67609 -1.76527 -1.63620
*
```

E_tot, a.u.: -780.1189
HOMO-LUMO gap (alpha / beta), eV: 3.4 / 6.6
Energy above the lowest of the compared OMol25 structures with the same formula, charge and spin, kJ/mol: 4.1
M, g mol⁻¹: 237.555

***

ORCA calculation (ωB97M-V/def2-TZVPD) on one molecule with the formula C6H12OS.

```
! wB97M-V def2-TZVPD RIJCOSX def2/J DEFGRID3
* xyz 0 1
H 1.08051 1.29947 -1.38570
C -2.51028 -0.26735 1.31882
H -0.19831 1.21804 0.85109
C -1.68513 -0.24301 0.07546
C 0.44317 0.49694 -1.08445
C 2.87931 0.23791 0.22067
H -2.82820 0.71741 1.58717
H -1.25415 1.69316 -0.58905
O -2.15224 -1.03206 -0.89203
H -3.52940 -0.76045 1.18176
S 0.78543 -1.71858 0.57337
H -1.59473 -1.42471 -1.50054
H -1.85486 -0.74984 1.93298
H 2.59536 1.13764 0.71960
C 1.56949 -0.40420 -0.42420
H 3.65631 0.50453 -0.39048
H 3.09166 -0.53788 1.05655
H 0.15638 -0.06056 -1.89761
C -0.66950 0.91622 -0.08453
H 2.01916 -1.02270 -1.26888
*
```

E_tot, a.u.: -709.1129
HOMO-LUMO gap (alpha / beta), eV: 6.7 / 6.7
Energy above the lowest of the compared OMol25 structures with the same formula, charge and spin, kJ/mol: 332.0
M, g mol⁻¹: 132.228

***

ORCA calculation (ωB97M-V/def2-TZVPD) on a 2-piece molecular cluster, C6H12OS overall.

```
! wB97M-V def2-TZVPD RIJCOSX def2/J DEFGRID3
* xyz 0 1
H -0.56439 -0.63159 0.05004
H 0.25527 0.58240 -1.92119
C 0.48205 -0.61883 -0.14676
H 1.34993 2.49426 -0.42866
C 0.83163 1.70368 -0.05674
H 0.31501 -3.61068 0.20295
H 0.00447 -2.67391 1.50396
H -0.10843 2.13991 0.06155
H -4.41844 2.49921 -0.32375
H 2.37029 -1.49579 -0.09201
C 1.24253 -1.63418 0.13389
H -4.54567 1.07695 -1.73620
H 0.94429 1.46305 1.01560
C 0.89856 0.52730 -0.98391
H 1.90225 0.45263 -1.29915
O -3.99431 0.25198 -1.66074
C -3.36753 0.27670 -0.56008
C 0.82063 -2.92665 0.80670
H 1.65529 -3.40736 1.36002
S -3.61677 1.71140 0.43246
*
```

E_tot, a.u.: -709.0893
HOMO-LUMO gap, eV: 9.2
Energy above the lowest of the compared OMol25 structures with the same formula, charge and spin, kJ/mol: 394.1
M, g mol⁻¹: 132.228